This record from the Open Molecules 2025 dataset describes C3H6N4O in the gas phase. The level of theory is ωB97M-V/def2-TZVPD.

The value obtained for the energy above the lowest of the compared OMol25 structures with the same formula, charge and spin is 101.1 kcal per mole. Its SMILES is COC1(C)N=NN=N1. The value obtained for the HOMO-LUMO gap is 9.58 eV. For the HOMO energy, the calculation gives -10.22 eV. Its spin multiplicity is 1.

Last column: natural (NBO) charge in e.
CARTESIAN COORDINATES (ANGSTROEM)
C1 -1.31 -1.67 0.16  -0.26
O1 -1.14 -0.25 0.02  -0.50
C2 0.12 0.22 0.03  0.38
C3 0.04 1.77 0.02  -0.60
N1 0.85 0.05 -1.24  -0.11
N2 2.01 -0.04 -0.93  -0.05
N3 2.21 -0.26 0.48  -0.02
N4 1.17 -0.12 1.06  -0.12
H1 -1.17 -2.33 -0.79  0.18
H2 -2.39 -1.87 0.48  0.21
H3 -0.56 -1.95 0.86  0.19
H4 -0.26 2.27 0.96  0.24
H5 -0.60 2.05 -0.85  0.24
H6 1.02 2.13 -0.26  0.22



This record from the Open Molecules 2025 dataset describes C3H6N4O in the gas phase. The level of theory is ωB97M-V/def2-TZVPD.

The value obtained for the energy above the lowest of the compared OMol25 structures with the same formula, charge and spin is 123.5 kcal per mole. Its SMILES is CNc1nnoc1N. The value obtained for the HOMO-LUMO gap is 9.26 eV. For the HOMO energy, the calculation gives -8.77 eV. Its spin multiplicity is 1.

Last column: natural (NBO) charge in e.
CARTESIAN COORDINATES (ANGSTROEM)
C1 1.75 -0.73 -0.52  -0.44
N1 0.81 -0.39 0.58  -0.64
C2 -0.53 -0.52 0.31  0.04
N2 -1.57 -1.63 0.25  -0.14
N3 -2.60 -1.25 -0.16  0.16
O1 -2.44 0.32 -0.34  -0.42
C3 -1.17 0.66 -0.08  0.46
N4 -0.65 1.92 -0.08  -0.82
H1 1.47 -1.55 -1.30  0.21
H2 1.94 0.29 -1.22  0.19
H3 2.82 -0.85 -0.23  0.22
H4 0.93 -0.72 1.46  0.38
H5 -1.05 2.68 0.79  0.40
H6 0.28 1.77 0.55  0.40



This record from the Open Molecules 2025 dataset describes C3H6N4O in the gas phase. The level of theory is ωB97M-V/def2-TZVPD.

The value obtained for the energy above the lowest of the compared OMol25 structures with the same formula, charge and spin is 78.5 kcal per mole. Its SMILES is Nc1ncn(O)c1N. The value obtained for the HOMO-LUMO gap is 7.32 eV. For the HOMO energy, the calculation gives -6.83 eV. Its spin multiplicity is 1.

Last column: natural (NBO) charge in e.
CARTESIAN COORDINATES (ANGSTROEM)
N1 -2.29 0.18 -0.03  -0.83
C1 -0.99 0.59 -0.10  0.24
N2 -0.53 1.83 -0.09  -0.47
C2 0.83 1.80 -0.04  0.09
N3 1.24 0.46 -0.04  -0.04
O1 2.44 -0.17 -0.08  -0.53
C3 0.08 -0.30 -0.01  0.17
N4 0.12 -1.72 0.01  -0.84
H1 -2.55 -0.77 0.03  0.39
H2 -2.94 0.91 0.15  0.39
H3 1.61 2.49 0.06  0.20
H4 2.44 -0.99 -0.60  0.48
H5 -0.53 -2.23 0.50  0.38
H6 1.07 -2.07 0.25  0.36



This record from the Open Molecules 2025 dataset describes C3H6N4O2 in the gas phase. The level of theory is ωB97M-V/def2-TZVPD.

The value obtained for the energy above the lowest of the compared OMol25 structures with the same formula, charge and spin is 187.7 kcal per mole. Its SMILES is ONC1=NOCC=NN1. The value obtained for the HOMO-LUMO gap is 9.33 eV. For the HOMO energy, the calculation gives -8.96 eV. Its spin multiplicity is 1.

Last column: natural (NBO) charge in e.
CARTESIAN COORDINATES (ANGSTROEM)
O1 1.63 1.01 -2.37  -0.64
N1 0.47 1.55 -1.33  -0.31
C1 -0.08 0.41 -0.61  0.48
N2 -1.34 0.55 -0.38  -0.20
O2 -1.67 -0.67 0.33  -0.38
C2 -1.30 -0.61 1.69  -0.15
C3 0.18 -0.92 2.13  0.01
N3 1.06 -1.01 1.17  -0.24
N4 0.77 -0.63 -0.18  -0.50
H1 2.28 1.61 -2.43  0.46
H2 -0.17 1.77 -2.15  0.39
H3 -1.99 -1.31 2.02  0.21
H4 -1.62 0.26 2.36  0.19
H5 0.78 -0.91 3.25  0.25
H6 1.53 -0.58 -0.89  0.42



This record from the Open Molecules 2025 dataset describes 2 unconnected molecules or ions with the total composition C3H6N5O2. The level of theory is ωB97M-V/def2-TZVPD.

Its total charge is +1. The value obtained for the energy above the lowest of the compared OMol25 structures with the same formula, charge and spin is 214.4 kcal per mole. The value obtained for the HOMO-LUMO gap (alpha / beta) is 7.18 / 7.18 eV. For the HOMO energy (alpha / beta), the calculation gives -13.67 / -13.67 eV. Its spin multiplicity is 1.

Last column: natural (NBO) charge in e.
CARTESIAN COORDINATES (ANGSTROEM)
C1 0.07 -1.70 -0.04  0.47
C2 -0.51 -0.27 -0.08  -0.62
C3 0.74 0.48 0.08  0.47
N1 1.37 -1.57 0.15  -0.34
N2 1.73 -0.32 -0.03  -0.21
N3 1.88 2.53 -0.57  -0.64
N4 3.45 -0.10 0.01  0.74
N5 -0.67 -2.82 0.10  -0.76
O1 3.77 0.56 0.90  -0.17
O2 3.88 -0.75 -0.83  -0.17
H1 -0.86 0.12 -0.98  0.30
H2 -1.23 -0.25 0.82  0.31
H3 1.20 2.90 -1.23  0.37
H4 2.22 3.12 0.16  0.37
H5 -1.66 -2.76 -0.23  0.43
H6 -0.11 -3.70 0.03  0.44



This record from the Open Molecules 2025 dataset describes a molecular structure, C3H6N6S. The level of theory is ωB97M-V/def2-TZVPD.

The value obtained for the energy above the lowest of the compared OMol25 structures with the same formula, charge and spin is 40.3 kcal per mole. The value obtained for the HOMO-LUMO gap is 8.85 eV. For the HOMO energy, the calculation gives -9.41 eV. Its spin multiplicity is 1.

Last column: natural (NBO) charge in e.
CARTESIAN COORDINATES (ANGSTROEM)
C1 2.67 -0.82 0.26  -0.37
C2 0.50 0.07 -0.27  0.31
C3 -2.07 0.60 0.03  0.55
H1 3.24 -0.41 -0.43  0.19
H2 3.11 -1.87 0.34  0.21
H3 2.81 -0.36 1.56  0.21
H4 1.26 -1.53 -0.90  0.40
H5 -1.11 2.40 0.14  0.42
H6 -2.77 2.48 0.03  0.40
N1 1.29 -0.99 -0.06  -0.63
N2 -0.89 -0.15 -0.07  -0.33
N3 -1.40 -1.52 -0.25  -0.03
N4 -2.64 -1.38 -0.24  -0.01
N5 -3.09 -0.10 -0.03  -0.36
N6 -1.98 1.94 0.28  -0.79
S1 1.09 1.64 -0.37  -0.15



This record from the Open Molecules 2025 dataset describes 2 unconnected molecules or ions with the total composition C3H6NO2. The level of theory is ωB97M-V/def2-TZVPD.

Its total charge is -1. The value obtained for the energy above the lowest of the compared OMol25 structures with the same formula, charge and spin is 31.3 kcal per mole. The value obtained for the HOMO-LUMO gap is 7.94 eV. For the HOMO energy, the calculation gives -4.05 eV. Its spin multiplicity is 1.

Last column: natural (NBO) charge in e.
CARTESIAN COORDINATES (ANGSTROEM)
C1 0.35 0.62 1.92  -0.44
C2 -0.99 -0.70 0.57  -0.04
N1 -0.92 0.00 1.61  -0.44
H1 1.14 0.32 1.24  0.18
H2 0.25 1.71 1.82  0.19
H3 0.60 0.43 2.96  0.18
H4 -0.19 -0.92 -0.14  0.19
H5 -1.95 -1.15 0.31  0.16
O1 -0.01 -1.25 -2.51  -0.80
C3 0.42 -0.08 -2.59  0.62
O2 0.15 0.82 -3.41  -0.78
H6 1.16 0.20 -1.79  -0.03



This record from the Open Molecules 2025 dataset describes a gas-phase ion, C3H6NO2 (charge -1). The level of theory is ωB97M-V/def2-TZVPD.

Its total charge is -1. The value obtained for the energy above the lowest of the compared OMol25 structures with the same formula, charge and spin is 40.0 kcal per mole. Its SMILES is CC(=O)NC[O-]. The value obtained for the HOMO-LUMO gap is 8.04 eV. For the HOMO energy, the calculation gives -3.59 eV. Its spin multiplicity is 1.

Last column: natural (NBO) charge in e.
CARTESIAN COORDINATES (ANGSTROEM)
C1 1.22 -0.79 0.63  -0.73
C2 0.27 0.27 1.18  0.65
O1 -0.09 0.43 2.36  -0.72
N1 -0.43 0.86 0.18  -0.75
C3 -0.93 0.27 -1.42  0.20
O2 -0.77 -0.94 -1.79  -0.83
H1 1.23 -1.59 1.37  0.20
H2 0.76 -1.09 -0.31  0.28
H3 2.25 -0.46 0.51  0.20
H4 -1.17 1.48 0.46  0.35
H5 -0.36 1.04 -1.96  0.08
H6 -1.99 0.52 -1.21  0.08



This record from the Open Molecules 2025 dataset describes a gas-phase ion, C3H6NO2 (charge -1). The level of theory is ωB97M-V/def2-TZVPD.

Its total charge is -1. The value obtained for the energy above the lowest of the compared OMol25 structures with the same formula, charge and spin is 37.8 kcal per mole. Its SMILES is CCNC(=O)[O-]. The value obtained for the HOMO-LUMO gap is 8.35 eV. For the HOMO energy, the calculation gives -4.09 eV. Its spin multiplicity is 1.

Last column: natural (NBO) charge in e.
CARTESIAN COORDINATES (ANGSTROEM)
C1 0.08 -1.31 1.81  -0.59
C2 -0.76 -0.35 1.13  -0.24
N1 -0.87 -0.30 -0.30  -0.74
C3 0.38 0.44 -0.94  0.85
O1 1.05 1.11 -0.06  -0.79
O2 0.32 0.65 -2.22  -0.79
H1 -0.14 -1.22 2.95  0.19
H2 -0.37 -2.27 1.62  0.18
H3 1.18 -1.57 1.56  0.21
H4 -1.72 -0.56 1.50  0.16
H5 -0.47 0.67 1.45  0.19
H6 -1.52 0.31 -0.73  0.37



This record from the Open Molecules 2025 dataset describes 2 unconnected molecules or ions with the total composition C3H6NO2. The level of theory is ωB97M-V/def2-TZVPD.

Its total charge is -1. The value obtained for the energy above the lowest of the compared OMol25 structures with the same formula, charge and spin is 31.7 kcal per mole. The value obtained for the HOMO-LUMO gap is 8.60 eV. For the HOMO energy, the calculation gives -4.18 eV. Its spin multiplicity is 1.

Last column: natural (NBO) charge in e.
CARTESIAN COORDINATES (ANGSTROEM)
O1 -0.88 1.47 -0.23  -0.81
C1 -1.04 1.99 0.90  0.63
O2 -0.72 1.52 2.01  -0.79
H1 -1.49 3.01 0.93  0.00
C2 0.71 -0.69 -1.41  -0.46
C3 0.36 -1.47 0.76  -0.08
N1 0.78 -1.77 -0.40  -0.44
H2 0.98 -1.17 -2.35  0.16
H3 1.36 0.16 -1.18  0.20
H4 -0.31 -0.32 -1.46  0.24
H5 0.40 -2.21 1.55  0.14
H6 -0.15 -0.52 0.90  0.22



This record from the Open Molecules 2025 dataset describes a gas-phase ion, C3H6NO2 (charge +1). The level of theory is ωB97M-V/def2-TZVPD.

Its total charge is +1. The value obtained for the energy above the lowest of the compared OMol25 structures with the same formula, charge and spin is 50.2 kcal per mole. The value obtained for the HOMO-LUMO gap (alpha / beta) is 7.77 / 7.77 eV. For the HOMO energy (alpha / beta), the calculation gives -13.24 / -13.24 eV. Its spin multiplicity is 1.

Last column: natural (NBO) charge in e.
CARTESIAN COORDINATES (ANGSTROEM)
C1 1.25 -0.09 -0.06  0.02
C2 0.47 -0.73 -0.94  -0.06
C3 -1.74 -0.09 -0.31  0.69
N1 0.94 0.82 0.91  -0.79
O1 -0.91 -0.84 -0.96  -0.37
O2 -2.97 -0.54 -0.12  -0.56
H1 2.24 -0.32 -0.40  0.25
H2 1.01 -1.31 -1.71  0.24
H3 -1.59 0.86 0.20  0.21
H4 0.10 1.09 1.29  0.40
H5 1.89 1.27 1.20  0.44
H6 -3.13 -1.29 -0.75  0.53



This record from the Open Molecules 2025 dataset describes a gas-phase ion, C3H6NO2 (charge +1). The level of theory is ωB97M-V/def2-TZVPD.

Its total charge is +1. The value obtained for the energy above the lowest of the compared OMol25 structures with the same formula, charge and spin is 77.3 kcal per mole. Its SMILES is C#[N+][C@@H](O)OC. The value obtained for the HOMO-LUMO gap is 10.26 eV. For the HOMO energy, the calculation gives -15.55 eV. Its spin multiplicity is 1.

Last column: natural (NBO) charge in e.
CARTESIAN COORDINATES (ANGSTROEM)
C1 -0.75 0.20 2.36  0.47
N1 -0.18 0.18 1.38  -0.21
C2 0.57 -0.21 0.21  0.53
O1 1.27 -1.32 0.58  -0.68
O2 -0.30 -0.46 -0.76  -0.49
C3 -0.62 0.40 -1.76  -0.27
H1 -1.41 -0.09 3.15  0.30
H2 1.29 0.79 -0.20  0.19
H3 2.06 -1.29 1.18  0.53
H4 -1.35 1.18 -1.35  0.20
H5 -0.94 -0.24 -2.62  0.24
H6 0.36 0.86 -2.17  0.19



Number 1: strongest force on any atom 3.54 eV Å⁻¹. Number 2: strongest force on any atom 6.50 eV Å⁻¹. Number 3: strongest force on any atom 3.85 eV Å⁻¹. Number 4: strongest force on any atom 7.53 eV Å⁻¹. Number 5: strongest force on any atom 5.06 eV Å⁻¹. Number 6: strongest force on any atom 7.58 eV Å⁻¹. Number 7: strongest force on any atom 0.66 eV Å⁻¹. Number 8: strongest force on any atom 2.70 eV Å⁻¹. Number 9: strongest force on any atom 4.88 eV Å⁻¹. Number 10: strongest force on any atom 1.23 eV Å⁻¹. Number 11: strongest force on any atom 7.18 eV Å⁻¹. Number 12: strongest force on any atom 6.03 eV Å⁻¹.